Record 1
{
  "formula": "C7H11Br",
  "method": "ωB97M-V/def2-TZVPD",
  "species": ["C", "C", "C", "C", "H", "H", "H", "H", "H", "H", "H", "H", "C", "C", "C", "Br", "H", "H", "H"],
  "xyz": [[-1.1723, 0.5896, -1.2336], [-0.4823, -0.4754, -0.9721], [1.0306, -0.6109, -1.0734], [-1.1494, -1.7113, -0.3389], [-0.7308, 1.4537, -1.6820], [-2.3293, 0.5752, -1.0933], [1.5608, -0.5838, -0.1520], [1.3269, -1.4998, -1.5544], [1.4851, 0.0524, -1.7295], [-0.8351, -1.9700, 0.6531], [-0.8598, -2.4718, -0.9725], [-2.3527, -1.6821, -0.4009], [1.0851, 2.2107, 1.8934], [0.1711, 1.4196, 2.2729], [-0.7086, 0.5401, 2.5010], [-0.3260, -0.8025, 3.8343], [1.6431, 1.8180, 1.1741], [1.2629, 3.2803, 2.0078], [-1.6812, 0.6344, 1.9434]],
  "forces_ev_per_a": [[-3.11, 1.03, -0.51], [0.95, -2.14, 2.19], [-1.40, -0.16, -0.09], [-2.93, 2.02, -0.66], [0.12, 0.52, -0.15], [2.26, 0.18, -0.23], [0.12, 0.09, 1.08], [-0.05, -1.76, -0.29], [0.53, 2.08, -1.00], [0.24, 0.19, 0.61], [0.48, -2.19, -1.20], [2.78, 0.16, 0.31], [-0.40, 3.07, 1.02], [-0.14, 0.57, 0.63], [-2.23, -1.18, 0.20], [-0.56, 0.35, -0.47], [2.70, -1.61, -3.18], [-0.36, -0.36, 0.86], [1.00, -0.88, 0.89]],
  "nbo_charge": [-0.42, 0.03, -0.65, -0.63, 0.20, 0.20, 0.22, 0.21, 0.21, 0.22, 0.21, 0.20, -0.45, 0.07, -0.36, 0.04, 0.21, 0.23, 0.26],
  "lumo_energy_ev": 0.66,
  "e_homo_ev": -9.36,
  "de_lowest_kj_mol": 203.83,
  "orbital_gap_ev": 10.02,
  "multiplicity": 1,
  "smiles": "C=C(C)C.C=C=CBr"
}

---

Record 2
{
  "formula": "C9H14",
  "method": "ωB97M-V/def2-TZVPD",
  "species": ["C", "C", "H", "H", "H", "H", "H", "H", "C", "C", "C", "C", "C", "C", "C", "H", "H", "H", "H", "H", "H", "H", "H"],
  "xyz": [[-1.7409, -1.8588, 3.1725], [-1.6901, -0.3579, 3.4823], [-2.0422, -2.4521, 4.0574], [-2.4059, -2.2021, 2.3670], [-0.7606, -2.2450, 2.9108], [-0.7316, 0.1003, 3.3601], [-1.9770, -0.0642, 4.4412], [-2.2284, 0.3336, 2.7829], [1.3125, 2.4960, -2.6924], [0.5071, -1.1671, -0.7893], [1.5524, -1.1222, -1.7501], [-0.2611, -0.1201, -0.5243], [1.7290, 0.0307, -2.5497], [0.0476, 1.0812, -1.1927], [1.0674, 1.1459, -2.1609], [0.3361, -2.1570, -0.2067], [2.2127, -1.9724, -1.8397], [-1.1070, -0.2650, 0.2108], [2.5263, 0.1278, -3.3280], [-0.4968, 2.0081, -1.0272], [1.4784, 2.4697, -3.7757], [2.2018, 2.9631, -2.3449], [0.4702, 3.2275, -2.6035]],
  "forces_ev_per_a": [[-0.15, -0.59, 0.48], [-0.29, 0.85, -2.37], [0.05, 0.39, -0.24], [0.07, 0.61, 0.13], [0.20, 0.10, -0.12], [1.17, -0.34, -0.02], [-0.79, 0.04, 1.73], [-0.23, -1.05, 0.36], [-0.72, 1.15, -2.05], [1.72, -3.80, 0.06], [-0.21, -1.27, 0.74], [-2.47, 0.65, 1.38], [1.59, 0.15, -0.88], [0.04, 1.45, -0.01], [-1.91, 0.71, 0.89], [0.33, 1.57, -1.01], [0.04, -0.18, -0.14], [0.92, 0.57, -0.87], [-0.66, -0.30, 0.70], [-0.07, -0.18, 0.24], [0.02, -0.23, -0.21], [0.84, 0.42, 0.83], [0.52, -0.73, 0.38]],
  "nbo_charge": [-0.64, -0.64, 0.19, 0.21, 0.22, 0.22, 0.19, 0.21, -0.62, -0.24, -0.41, -0.33, -0.34, -0.41, -0.05, 0.16, 0.17, 0.17, 0.17, 0.17, 0.19, 0.19, 0.19],
  "lumo_energy_ev": [3.60, 3.47],
  "e_homo_ev": [1.10, -3.47],
  "de_lowest_kj_mol": 90.33,
  "orbital_gap_ev": [2.50, 6.94],
  "multiplicity": 2,
  "s_squared": 0.7585,
  "charge": -1
}

---

Asked for molecular weight across the records above, the calculation gives 175.1, 122.2 g mol⁻¹ in order.